#1
DFT (the ωB97M-V functional and the def2-TZVPD basis) results for an isolated ion of composition C5H10NO and charge +1.

Structure (ORCA input):
```
! RIJCOSX wB97M-V def2-TZVPD def2/J DEFGRID3
* xyz 1 1
N 1.6818 0.2032 -1.6917
C 0.8194 -1.0179 -1.3979
C -0.3304 -0.7068 -0.6923
C -0.3732 -0.9324 0.8394
C -0.5562 0.3877 1.6531
C -1.7243 1.2133 1.1244
O -1.5907 1.7735 0.0580
H 1.1534 0.9755 -2.1509
H 1.9274 0.6823 -0.8259
H 2.4697 -0.1922 -2.2051
H 1.3584 -1.8682 -1.7863
H -1.0509 -0.0460 -1.1287
H -1.2882 -1.5629 0.9984
H 0.4574 -1.5053 1.2372
H -0.6199 0.2749 2.7353
H 0.3225 1.0680 1.5539
H -2.6562 1.2533 1.6790
*
```

## Properties
Molecular weight ... 100.1 g mol⁻¹
E_LUMO ... -5.33 eV
Frontier orbital gap ... 0.2841 hartree
HOMO level ... -13.063 eV
SMILES ... [NH3+]/C=C/CCC=O



#2
DFT (the ωB97M-V functional and the def2-TZVPD basis) results for a 2-piece molecular cluster, C5H10NO overall.

Structure (ORCA input):
```
! RIJCOSX wB97M-V def2-TZVPD def2/J DEFGRID3
* xyz 1 1
O 0.7734 0.1130 2.8116
C 1.4770 -0.1202 1.8764
C 1.1081 -1.1920 0.8604
C 0.6961 -0.4074 -0.4518
C -0.6616 0.0409 -0.7354
C -1.0792 1.3904 -0.8647
N -1.5536 -1.0062 -0.7365
H 2.4270 0.4170 1.6996
H 0.2753 -1.7730 1.2404
H 2.0158 -1.6810 0.5194
H 1.4992 0.2849 -0.7332
H 0.9579 -1.1407 -1.2290
H -0.9157 1.8832 -1.8248
H -0.6647 1.9921 -0.0621
H -2.0786 3.3336 -1.2627
H -2.3897 -0.8884 -1.3042
H -1.8865 -1.2462 0.1967
*
```

## Properties
Molecular weight ... 100.1 g mol⁻¹
E_LUMO ... -7.29 eV
Frontier orbital gap ... 0.2388 hartree
HOMO level ... -13.782 eV



Most stable structure, least stable structure: #1, #2.



#1
DFT (the ωB97M-V functional and the def2-TZVPD basis) results for a 2-piece molecular cluster, C6H11N3O overall.

Structure (ORCA input):
```
! RIJCOSX wB97M-V def2-TZVPD def2/J DEFGRID3
* xyz 0 1
C -0.7758 2.3458 -2.2492
C 0.4844 1.7167 -1.6806
C 0.7979 1.6184 -0.3352
N 1.9593 0.8876 -0.1938
C 2.2759 0.3820 -1.4254
N 1.4680 0.9569 -2.3496
H -1.5094 1.4821 -2.5047
H -0.5783 3.0508 -3.1409
H -1.3054 2.8305 -1.4292
H 0.3416 2.0793 0.5091
H 2.4968 0.6621 0.5788
H 3.1010 -0.3417 -1.7798
C -1.1004 -2.4619 2.6924
C -0.5743 -1.4618 1.7163
N -0.8522 -1.8154 0.3819
O -0.0564 -0.4414 2.2302
H -0.8487 -1.9954 3.7356
H -0.8598 -3.5171 2.6109
H -2.1523 -2.4111 2.7420
H -0.5957 -1.2579 -0.4064
H -1.7163 -2.3085 0.2979
*
```

## Properties
Molecular weight ... 141.2 g mol⁻¹
E_LUMO ... 0.74 eV
Frontier orbital gap ... 0.3376 hartree
HOMO level ... -8.445 eV
SMILES ... Cc1c[nH]cn1.CC(N)=O



#2
DFT (the ωB97M-V functional and the def2-TZVPD basis) results for a 2-piece molecular cluster, C6H11N3O overall.

Structure (ORCA input):
```
! RIJCOSX wB97M-V def2-TZVPD def2/J DEFGRID3
* xyz 0 1
C -1.8127 -2.6421 -0.3100
C -1.9248 -1.1739 -0.0889
C -1.4001 -0.4551 0.9350
N -1.6746 0.8565 0.6660
C -2.3407 0.8739 -0.5154
N -2.5129 -0.3219 -0.9954
H -1.1839 -2.8209 -1.1746
H -2.7837 -3.0552 -0.5712
H -1.4080 -3.1193 0.5785
H -0.8695 -0.8465 1.7898
H -1.2814 1.6205 1.1872
H -2.6190 1.8193 -0.9436
C 3.3838 1.5026 0.1941
C 1.9816 0.9879 0.3783
N 1.4121 0.5016 -0.7548
O 1.3898 1.0666 1.4368
H 3.7362 1.8644 1.1520
H 3.3725 2.3306 -0.5178
H 4.0226 0.7107 -0.2099
H 0.5113 0.0466 -0.7046
H 2.0013 0.2537 -1.5314
*
```

## Properties
Molecular weight ... 141.2 g mol⁻¹
E_LUMO ... 0.78 eV
Frontier orbital gap ... 0.3438 hartree
HOMO level ... -8.570 eV
SMILES ... Cc1c[nH]cn1.CC(N)=O



Most stable structure, least stable structure: #2, #1.



#1
DFT (the ωB97M-V functional and the def2-TZVPD basis) results for C5H14ClO3STiYb as an isolated structure.

Structure (ORCA input):
```
! RIJCOSX wB97M-V def2-TZVPD def2/J DEFGRID3
* xyz -1 3
Ti -1.3318 -2.1231 -1.1023
Cl -1.8805 -2.6929 -3.1608
C -1.9858 -0.2336 -0.6466
C -2.3773 -3.3106 0.1839
H -2.6443 -0.4322 0.2167
H -1.5507 0.7752 -0.5539
H -2.6486 -0.2199 -1.5360
H -3.0309 -2.7030 0.8268
H -1.6598 -3.8769 0.7983
H -2.9770 -4.0056 -0.4254
Yb 0.6843 0.1342 0.1057
C 2.6955 0.3209 -1.1794
C 0.6845 -2.3326 -0.4997
H 3.5786 0.1527 -0.5455
H 2.7547 -0.3397 -2.0548
H 2.6971 1.3677 -1.5125
H 1.6842 -1.9045 -0.6872
H 0.6918 -3.2763 0.0755
C 1.4272 3.7800 1.4713
S 0.2201 2.4751 1.5051
O -0.9100 2.8546 2.3087
O -0.0629 2.2281 0.0343
O 0.9697 1.2485 1.9877
H 1.6665 4.0693 2.4990
H 0.9826 4.6260 0.9375
H 2.3229 3.4186 0.9537
*
```

## Properties
Molecular weight ... 410.6 g mol⁻¹
E_LUMO (alpha / beta) ... 2.22 / 2.22 eV
Frontier orbital gap (alpha / beta) ... 0.1624 / 0.2019 hartree
HOMO level (alpha / beta) ... -2.197 / -3.276 eV



#2
DFT (the ωB97M-V functional and the def2-TZVPD basis) results for C5H14ClO3STiYb as an isolated structure.

Structure (ORCA input):
```
! RIJCOSX wB97M-V def2-TZVPD def2/J DEFGRID3
* xyz -1 3
Ti 1.4720 -0.8706 -3.4246
Cl 0.3707 -2.7222 -3.6789
C 1.9889 -0.4606 -1.4862
C 0.2795 0.5873 -4.0920
H 2.4593 0.5355 -1.5205
H 1.3424 -0.5756 -0.6054
H 2.8156 -1.1833 -1.3827
H 0.7664 1.5518 -3.9003
H -0.7042 0.5215 -3.6094
H 0.1881 0.4442 -5.1788
Yb -0.7300 -0.1013 0.4368
C -1.4666 -1.8780 1.7656
C -2.7742 -0.4541 -0.7941
H -2.2745 -1.4455 2.3743
H -1.8669 -2.7125 1.1722
H -0.6616 -2.2202 2.4277
H -3.4855 -1.1753 -0.3068
H -3.2481 0.0702 -1.6554
C 0.6202 1.5221 3.8416
S 0.7919 1.5542 2.0754
O 1.7861 2.5274 1.7234
O 1.1269 0.1272 1.6944
O -0.5900 1.8286 1.5147
H 0.4336 2.5265 4.2352
H 1.5615 1.1450 4.2573
H -0.2014 0.8578 4.1165
*
```

## Properties
Molecular weight ... 410.6 g mol⁻¹
E_LUMO (alpha / beta) ... 1.90 / 1.36 eV
Frontier orbital gap (alpha / beta) ... 0.1501 / 0.1280 hartree
HOMO level (alpha / beta) ... -2.186 / -2.123 eV



Most stable structure, least stable structure: #1, #2.



#1
DFT (the ωB97M-V functional and the def2-TZVPD basis) results for a 2-piece molecular cluster, C3H7N3O overall.

Structure (ORCA input):
```
! RIJCOSX wB97M-V def2-TZVPD def2/J DEFGRID3
* xyz 2 1
C 0.4981 1.0416 1.3369
C -0.0277 -0.0437 -0.8164
C 0.5784 1.6041 2.6505
N 0.3576 0.5761 0.2954
N -0.6101 -2.4572 -0.9150
N -0.1811 0.5509 -1.8943
O -0.3444 -2.7531 -2.1289
H -0.4431 1.8172 3.0263
H 1.0834 2.5977 2.7329
H 1.0120 0.9545 3.4804
H -1.6005 -2.3604 -0.7154
H -0.1947 1.6420 -2.0479
H -0.5995 0.0752 -2.6944
H 0.4718 -3.2451 -2.3101
*
```

## Properties
Molecular weight ... 101.1 g mol⁻¹
E_LUMO (alpha / beta) ... -10.76 / -10.75 eV
Frontier orbital gap (alpha / beta) ... 0.2978 / 0.2982 hartree
HOMO level (alpha / beta) ... -18.862 / -18.866 eV



#2
DFT (the ωB97M-V functional and the def2-TZVPD basis) results for a 2-piece molecular cluster, C3H7N3O overall.

Structure (ORCA input):
```
! RIJCOSX wB97M-V def2-TZVPD def2/J DEFGRID3
* xyz 2 1
C 0.7843 0.3152 1.2657
C -0.3330 -1.0744 -0.3400
C 1.2518 1.3184 2.0208
N 0.2717 -0.5426 0.6136
N -0.8179 -2.3018 -0.4424
N -0.9784 0.7764 -1.5557
O -0.1903 1.0063 -2.4992
H 2.2532 0.9968 2.5038
H 0.9101 1.4938 3.1621
H 1.2256 2.2995 1.4141
H -0.5565 -3.0557 0.1810
H -1.4662 -2.5697 -1.1601
H -1.9378 0.5569 -1.7308
H -0.4166 0.7809 -3.4331
*
```

## Properties
Molecular weight ... 101.1 g mol⁻¹
E_LUMO (alpha / beta) ... -10.47 / -10.46 eV
Frontier orbital gap (alpha / beta) ... 0.2931 / 0.2932 hartree
HOMO level (alpha / beta) ... -18.440 / -18.441 eV



Most stable structure, least stable structure: #1, #2.



#1
DFT (the ωB97M-V functional and the def2-TZVPD basis) results for a 2-piece molecular cluster, C2H6O3P overall.

Structure (ORCA input):
```
! RIJCOSX wB97M-V def2-TZVPD def2/J DEFGRID3
* xyz -1 1
C -1.1553 -0.3766 1.5319
C 0.9679 1.0708 -0.6624
O 1.1819 -1.4127 -1.8192
O -1.9557 0.0368 0.7385
O -1.2111 -0.5242 -1.3916
P 0.2255 -0.6194 -0.9960
H -1.1205 -1.3183 2.1328
H -0.2582 0.2771 2.0055
H 0.3806 -1.1162 0.4289
H 1.7432 1.2009 0.0832
H -0.0110 1.4407 -0.3898
H 1.2127 1.3412 -1.6617
*
```

## Properties
Molecular weight ... 109.0 g mol⁻¹
E_LUMO ... 3.94 eV
Frontier orbital gap ... 0.3106 hartree
HOMO level ... -4.515 eV



#2
DFT (the ωB97M-V functional and the def2-TZVPD basis) results for an isolated ion of composition C2H6O3P and charge -1.

Structure (ORCA input):
```
! RIJCOSX wB97M-V def2-TZVPD def2/J DEFGRID3
* xyz -1 1
C 0.1173 -0.2198 0.9354
C -0.4755 0.4505 -0.3664
O -0.2650 1.8274 -0.4665
P 0.5195 -0.2580 -1.8405
O 0.3670 0.8825 -2.9284
O 0.2550 -1.6342 -2.2345
H -0.7442 -0.6817 1.5359
H 0.7498 -1.0768 0.6029
H 0.7586 0.4899 1.5709
H -1.5872 0.3571 -0.3860
H -0.1485 1.9357 -1.3726
H 1.7861 -0.1451 -1.2569
*
```

## Properties
Molecular weight ... 109.0 g mol⁻¹
E_LUMO ... 4.22 eV
Frontier orbital gap ... 0.3259 hartree
HOMO level ... -4.647 eV
SMILES ... C[C@@H](O)[P@H](=O)[O-]



#3
DFT (the ωB97M-V functional and the def2-TZVPD basis) results for a 2-piece molecular cluster, C2H6O3P overall.

Structure (ORCA input):
```
! RIJCOSX wB97M-V def2-TZVPD def2/J DEFGRID3
* xyz -1 1
C -0.5833 -0.2535 -2.5691
C 0.4640 0.6748 2.3734
O -0.4200 -1.8837 2.0185
O 0.4210 0.6237 -2.0941
O 1.0566 -0.0267 -0.9991
P -0.6865 -0.5626 1.4700
H -1.2648 -0.4067 -1.6567
H -0.0771 -1.1454 -3.0318
H -1.1204 0.4612 -3.2620
H 0.1524 1.7590 2.5316
H 1.2629 0.3936 1.7656
H 0.7951 0.3663 3.4536
*
```

## Properties
Molecular weight ... 109.0 g mol⁻¹
E_LUMO (alpha / beta) ... 4.03 / 4.03 eV
Frontier orbital gap (alpha / beta) ... 0.2388 / 0.2388 hartree
HOMO level (alpha / beta) ... -2.471 / -2.469 eV



Most stable structure, least stable structure: #2, #3.



#1
DFT (the ωB97M-V functional and the def2-TZVPD basis) results for C3H3Cl9 as an isolated structure.

Structure (ORCA input):
```
! RIJCOSX wB97M-V def2-TZVPD def2/J DEFGRID3
* xyz 0 1
C 3.2402 3.5182 -4.5077
Cl 2.1441 2.9862 -3.2382
Cl 4.8450 2.7641 -4.1767
Cl 3.1195 5.2162 -4.4378
H 2.9719 3.1248 -5.4882
C -4.8826 -3.4135 1.1841
Cl -5.7168 -2.3878 2.3667
Cl -3.9557 -2.3625 0.1493
Cl -5.9952 -4.4526 0.2761
H -4.2259 -4.1040 1.7134
C 1.6181 -0.1325 3.1345
Cl 2.0235 -1.8646 2.9390
Cl 3.0643 0.8236 3.1425
Cl 0.6728 0.0302 4.6717
H 1.0766 0.2543 2.2712
*
```

## Properties
Molecular weight ... 358.1 g mol⁻¹
E_LUMO ... 0.26 eV
Frontier orbital gap ... 0.4150 hartree
HOMO level ... -11.030 eV



#2
DFT (the ωB97M-V functional and the def2-TZVPD basis) results for a 3-piece molecular cluster, C3H3Cl9 overall.

Structure (ORCA input):
```
! RIJCOSX wB97M-V def2-TZVPD def2/J DEFGRID3
* xyz 0 1
Cl 3.9395 1.2300 -1.0325
C 2.3008 0.9688 -1.5262
Cl 1.2882 2.1780 -0.6967
Cl 1.8311 -0.7542 -1.1362
H 2.2018 1.0745 -2.6065
Cl 1.5352 -8.2522 -3.8874
C -0.0372 -7.6364 -3.3569
Cl -0.3905 -8.0981 -1.6803
Cl -1.3802 -8.2433 -4.3593
H -0.0810 -6.5474 -3.3747
Cl -3.2186 6.5309 6.1585
C -2.2058 6.6923 4.7129
Cl -0.6127 7.3678 5.1155
Cl -3.0146 7.7605 3.4641
H -2.1560 5.7288 4.2057
*
```

## Properties
Molecular weight ... 358.1 g mol⁻¹
E_LUMO ... 0.35 eV
Frontier orbital gap ... 0.4229 hartree
HOMO level ... -11.159 eV
SMILES ... ClC(Cl)Cl.ClC(Cl)Cl.ClC(Cl)Cl



#3
DFT (the ωB97M-V functional and the def2-TZVPD basis) results for a 3-piece molecular cluster, C3H3Cl9 overall.

Structure (ORCA input):
```
! RIJCOSX wB97M-V def2-TZVPD def2/J DEFGRID3
* xyz 0 1
Cl 0.9972 1.3828 2.7526
C -0.3125 0.1021 2.6386
Cl -0.6724 -0.7753 4.1441
Cl -0.0325 -0.9938 1.3241
H -1.2251 0.6703 2.4586
Cl -3.5663 5.3796 -1.6179
C -2.5089 4.3274 -0.5467
Cl -3.4756 3.0314 -0.0064
Cl -1.7518 5.1843 0.8423
H -1.6724 3.9822 -1.1544
Cl 4.1393 -3.3599 -1.6973
C 2.7335 -4.4312 -2.1664
Cl 2.6456 -5.9416 -1.0997
Cl 2.7964 -4.8199 -3.8545
H 1.9054 -3.7383 -2.0170
*
```

## Properties
Molecular weight ... 358.1 g mol⁻¹
E_LUMO ... 0.26 eV
Frontier orbital gap ... 0.4240 hartree
HOMO level ... -11.281 eV
SMILES ... ClC(Cl)Cl.ClC(Cl)Cl.ClC(Cl)Cl



#4
DFT (the ωB97M-V functional and the def2-TZVPD basis) results for a 3-piece molecular cluster, C3H3Cl9 overall.

Structure (ORCA input):
```
! RIJCOSX wB97M-V def2-TZVPD def2/J DEFGRID3
* xyz 0 1
Cl 1.8032 -0.0090 -1.1508
C 1.4822 1.5159 -1.9733
Cl -0.1383 2.1702 -1.5241
Cl 1.5148 1.2831 -3.7162
H 2.2159 2.2552 -1.6862
Cl -0.9290 1.2594 3.0561
C 0.4419 0.9007 1.9785
Cl 1.4320 -0.4519 2.5324
Cl 1.4480 2.3319 1.7840
H -0.0068 0.6263 1.0323
Cl -0.4084 -3.2241 -0.4783
C -1.9462 -2.4356 -0.1166
Cl -2.0126 -0.8289 -0.8366
Cl -2.1872 -2.3178 1.6369
H -2.7093 -3.0754 -0.5380
*
```

## Properties
Molecular weight ... 358.1 g mol⁻¹
E_LUMO ... 0.45 eV
Frontier orbital gap ... 0.4220 hartree
HOMO level ... -11.029 eV
SMILES ... ClC(Cl)Cl.ClC(Cl)Cl.ClC(Cl)Cl



Most stable structure, least stable structure: #4, #3.